Formula: C6H9Br
Source: OMol25
Level of theory: ωB97M-V with the def2-TZVPD basis set

## Properties
Spin multiplicity: 1
Lowest unoccupied orbital energy, eV: 0.8646
Gap between HOMO and LUMO, hartree: 0.376
SMILES: CC1=C[C@@](C)(Br)C1
HOMO, eV: -9.35

Cartesian coordinates (Å):
C  0.40  0.44  -1.08
C  -0.40  0.75  -0.08
C  0.45  0.11  1.02
C  1.33  -0.41  -0.11
C  -1.51  1.77  -0.11
C  1.45  -1.89  -0.40
Br  3.16  0.40  0.01
H  0.29  0.66  -2.07
H  0.88  0.74  1.76
H  0.06  -0.77  1.65
H  -2.25  1.54  -0.85
H  -0.98  2.58  -0.46
H  -1.99  2.05  0.76
H  1.95  -2.49  0.38
H  2.05  -1.83  -1.29
H  0.42  -2.27  -0.46